Below is C14H39N2OPtSi3 as an isolated structure at a distorted geometry, with properties calculated with ωB97M-V/def2-TZVPD.

Output
Maximum force (eV/Å): 2.23
Frontier orbital gap (spin up / spin down) (eV): 10.77 / 5.35
Lowest unoccupied orbital energy (spin up / spin down) (eV): -8.7 / -14.3
2S+1: 5
Total charge: +3
<S²>: 6.018

CARTESIAN COORDINATES (ANGSTROEM)
Pt -0.07 0.52 -0.59
N -0.49 2.81 -0.83
C -0.75 3.52 -2.10
C 0.52 3.77 -2.91
C 0.90 2.69 -3.93
C 1.34 1.35 -3.35
N 0.21 0.55 -2.84
H -1.31 2.92 -0.24
H 0.30 3.27 -0.37
H -1.18 4.50 -1.85
H -1.51 2.99 -2.67
H 1.35 3.95 -2.24
H 0.37 4.69 -3.48
H 1.75 3.09 -4.49
H 0.09 2.54 -4.64
H 2.07 1.51 -2.55
H 1.85 0.80 -4.13
H 0.34 -0.43 -3.10
H -0.66 0.86 -3.28
C -3.71 -0.09 -0.26
O -2.35 -0.39 0.05
Si -1.80 -1.02 1.49
C -2.30 -2.85 1.64
C -2.36 0.00 2.98
C 0.12 -0.87 0.98
Si 0.78 -2.36 -0.08
C -0.45 -2.75 -1.52
C 1.17 -3.92 0.94
C 2.37 -1.72 -0.97
Si 1.18 0.04 2.34
C 2.86 0.48 1.50
C 1.31 -1.11 3.84
C 0.48 1.78 2.83
H -4.29 -1.01 -0.29
H -3.75 0.39 -1.24
H -4.13 0.58 0.49
H -3.34 -2.89 1.97
H -1.71 -3.36 2.39
H -2.23 -3.39 0.70
H -3.39 -0.25 3.21
H -2.32 1.08 2.81
H -1.79 -0.22 3.87
H -0.88 -3.73 -1.38
H 0.05 -2.78 -2.48
H -1.27 -2.03 -1.58
H 0.29 -4.41 1.34
H 1.85 -3.73 1.77
H 1.67 -4.64 0.29
H 2.35 -0.65 -1.19
H 2.52 -2.26 -1.90
H 3.24 -1.92 -0.35
H 3.45 -0.41 1.34
H 3.41 1.12 2.18
H 2.75 1.02 0.56
H 1.84 -2.03 3.60
H 0.35 -1.39 4.27
H 1.88 -0.60 4.62
H -0.19 2.18 2.08
H 1.29 2.48 2.98
H -0.06 1.72 3.77

Atomic partial charges in e from the Mulliken method, atoms 1 to 5: Pt 1.576; N -0.529; C -0.903; C -0.647; C -0.951

***

Below is C14H40CuN2O9P as an isolated structure at a distorted geometry, with properties calculated with ωB97M-V/def2-TZVPD.

Output
Maximum force (eV/Å): 2.60
Frontier orbital gap (eV): 4.59
Lowest unoccupied orbital energy (eV): 4.5
Total charge: -2
ΔE to the lowest compared entry with this formula, charge and spin (kJ/mol): 0.00

CARTESIAN COORDINATES (ANGSTROEM)
Cu 0.03 -1.23 0.44
P 1.09 -3.42 -0.84
O 1.64 -4.03 -2.13
O 1.71 -1.96 -0.67
O 1.52 -4.24 0.40
O -0.44 -3.17 -0.94
C 0.02 1.71 -3.48
C 0.79 0.45 -3.17
O 0.29 -0.16 -2.03
H 0.27 2.49 -2.76
H -1.06 1.57 -3.57
H 0.33 2.10 -4.47
H 1.86 0.70 -3.13
H 0.78 -0.20 -4.05
H 0.82 -0.98 -1.79
C 2.14 -4.22 4.09
C 0.83 -3.79 3.48
O 1.03 -2.86 2.45
H 1.99 -4.88 4.96
H 2.73 -3.41 4.53
H 2.78 -4.77 3.40
H 0.25 -3.30 4.28
H 0.27 -4.64 3.09
H 1.30 -3.39 1.61
C 4.12 2.20 -0.63
C 3.85 0.71 -0.66
O 2.55 0.42 -0.21
H 3.55 2.68 0.17
H 3.65 2.61 -1.53
H 5.17 2.47 -0.54
H 4.56 0.19 0.01
H 4.02 0.21 -1.62
H 2.30 -0.54 -0.41
C 0.86 3.15 2.33
C -0.08 2.11 1.74
C -0.49 2.41 0.32
O -1.15 3.69 0.27
C -1.20 4.22 -1.02
N 0.49 0.77 1.81
H 0.41 4.13 2.52
H 1.69 3.34 1.65
H 1.30 2.83 3.28
H -1.05 2.14 2.26
H -1.22 1.70 -0.07
H 0.29 2.36 -0.46
H -1.62 3.51 -1.73
H -0.20 4.57 -1.31
H -1.86 5.10 -1.04
H 1.27 0.75 1.14
H 0.82 0.56 2.74
C -3.61 0.06 1.15
C -3.19 -1.21 0.41
C -2.85 -0.99 -1.05
O -3.95 -0.27 -1.62
C -3.79 -0.13 -3.01
N -2.18 -1.88 1.20
H -4.56 0.44 0.76
H -2.84 0.81 1.00
H -3.73 -0.10 2.22
H -4.09 -1.86 0.35
H -2.63 -1.92 -1.58
H -1.96 -0.35 -1.14
H -2.98 0.57 -3.26
H -4.72 0.30 -3.38
H -3.56 -1.07 -3.51
H -2.51 -2.32 2.05
H -1.88 -2.72 0.68

Atomic partial charges in e from the Mulliken method, atoms 1 to 5: Cu 1.171; P 0.041; O -0.929; O -0.642; O -0.885